34 unconnected molecules or ions with the total composition BF4H66O33 at a distorted geometry. Source: the Open Molecules 2025 dataset; level of theory: ωB97M-V/def2-TZVPD.

Positions of all 104 atoms, in Å:
1 B 17.3447 25.5011 7.0559
2 F 17.6849 25.8274 5.7183
3 F 17.2664 24.1135 7.1651
4 F 18.3358 26.0653 7.9439
5 F 16.0898 26.0119 7.3482
6 O 16.1151 27.6546 4.3221
7 H 16.6252 28.4635 4.2804
8 H 16.4410 27.2052 5.1019
9 O 17.1855 30.6912 6.9002
10 H 16.6401 31.2080 7.4932
11 H 17.7721 30.2030 7.4779
12 O 20.9146 26.2956 9.1204
13 H 21.4482 26.3997 8.3326
14 H 20.0768 25.9610 8.8004
15 O 20.2948 25.5113 5.0599
16 H 20.2017 24.6857 5.5352
17 H 19.4880 25.9900 5.2500
18 O 16.7194 26.1769 10.8278
19 H 17.5046 25.9186 11.3105
20 H 17.0093 26.8941 10.2640
21 O 17.5737 20.6371 9.7323
22 H 17.0105 20.1913 9.0996
23 H 16.9714 20.9669 10.3992
24 O 15.5051 19.8045 7.8927
25 H 14.9406 19.0916 7.5938
26 H 14.9404 20.5774 7.8844
27 O 15.5201 23.6355 10.3836
28 H 15.9140 24.4937 10.5405
29 H 15.3892 23.2681 11.2578
30 O 20.9819 22.1412 5.6007
31 H 20.1605 21.8144 5.9677
32 H 21.2817 22.7973 6.2298
33 O 22.0486 24.0736 10.9213
34 H 21.4528 24.7159 10.5357
35 H 22.9215 24.3736 10.6680
36 O 16.2729 23.3066 2.2148
37 H 16.5668 23.3501 1.3048
38 H 17.0146 22.9305 2.6888
39 O 17.7445 22.5748 12.3055
40 H 16.8624 22.7897 12.6088
41 H 17.7382 22.7947 11.3740
42 O 21.6741 23.6063 7.7385
43 H 22.5949 23.5206 7.9854
44 H 21.4792 24.5358 7.8574
45 O 15.1191 26.6764 2.0149
46 H 14.1794 26.6749 2.1970
47 H 15.5179 27.0204 2.8142
48 O 11.4262 25.7053 8.4604
49 H 10.6187 25.9137 7.9906
50 H 11.2123 25.8515 9.3819
51 O 13.8876 24.3684 3.5178
52 H 14.1737 24.0657 4.3796
53 H 14.5721 24.0698 2.9190
54 O 20.3658 23.1036 2.8943
55 H 19.5598 23.0735 3.4097
56 H 21.0334 22.7323 3.4711
57 O 14.0577 29.0779 5.8811
58 H 14.6868 28.5969 5.3433
59 H 13.9212 28.5204 6.6471
60 O 13.5786 27.0984 7.6683
61 H 12.8196 26.5291 7.7954
62 H 14.2061 26.5581 7.1881
63 O 18.2528 23.3616 4.4192
64 H 17.9802 24.2139 4.7589
65 H 18.2486 22.7859 5.1840
66 O 13.4537 25.4462 11.3972
67 H 13.2468 24.5116 11.4064
68 H 14.4084 25.4800 11.3361
69 O 12.8837 26.9084 3.7485
70 H 13.2782 27.4919 4.3967
71 H 13.3124 26.0648 3.8925
72 O 14.3207 22.2459 8.1437
73 H 13.6784 21.6124 8.4635
74 H 14.7996 22.5182 8.9265
75 O 19.5783 25.2859 0.8185
76 H 19.4591 24.7571 1.6074
77 H 20.4640 25.0774 0.5214
78 O 22.2299 28.2468 10.9897
79 H 22.5257 29.1021 10.6780
80 H 22.0838 27.7381 10.1922
81 O 19.0772 25.4592 12.2668
82 H 19.3338 25.8376 13.1078
83 H 19.4289 24.5692 12.2868
84 O 18.3454 21.7131 6.9316
85 H 17.9545 22.3919 7.4817
86 H 18.2550 20.9086 7.4424
87 O 17.5112 18.6038 6.4375
88 H 16.9941 19.3953 6.5870
89 H 17.1658 17.9693 7.0655
90 O 11.7278 23.0998 6.5993
91 H 11.5809 23.7054 7.3258
92 H 12.6657 23.1641 6.4192
93 O 22.5870 26.6054 6.9801
94 H 22.6259 26.3468 6.0593
95 H 22.8696 27.5199 6.9847
96 O 15.0304 23.3131 5.8389
97 H 14.7029 22.6762 6.4740
98 H 15.6363 23.8604 6.3384
99 O 22.5418 26.3960 4.0234
100 H 21.7418 26.0377 4.4080
101 H 22.3071 27.2883 3.7689
102 O 13.3282 29.0450 9.6870
103 H 14.1426 29.5411 9.6046
104 H 13.5189 28.2009 9.2779

Cartesian forces (eV/Å) of the 6 atoms listed first:
0.48 0.69 0.79
-0.02 0.12 0.24
0.46 -0.05 0.32
-0.75 -0.64 -0.75
-0.01 0.32 -0.02
-0.21 0.42 0.27

The value obtained for the HOMO-LUMO gap is 0.2967 Ha. The HOMO energy is -7.080 eV. The calculation puts the LUMO energy at 1.0 eV. The charge is -1.



A molecular structure, C32H33N4O2Ti. Source: the Open Molecules 2025 dataset; level of theory: ωB97M-V/def2-TZVPD.

Positions of all 72 atoms, in Å:
1 Ti 0.0893 -0.1965 0.4046
2 C -0.0359 -3.7152 -0.4707
3 C -1.4683 -3.3620 -0.7760
4 C -2.1637 -4.0390 -1.7710
5 C -3.4800 -3.7136 -2.0554
6 C -4.1117 -2.7117 -1.3366
7 C -3.4475 -2.0123 -0.3344
8 C -4.1472 -0.9238 0.4295
9 C -2.1148 -2.3399 -0.0682
10 N -1.3501 -1.6094 0.8949
11 C -1.7053 -1.7532 2.2024
12 O -2.6326 -2.3880 2.6699
13 C -0.7417 -1.0390 3.1197
14 C -0.7530 -1.0953 4.4994
15 C 0.2763 -0.4599 5.1842
16 C 1.2971 0.1794 4.4926
17 C 1.2338 0.1893 3.1124
18 N 0.2193 -0.3845 2.4797
19 C 2.2865 0.7520 2.1889
20 O 3.2651 1.3157 2.6437
21 N 1.9974 0.5112 0.8772
22 C 2.9782 0.9602 -0.0650
23 C 3.1072 2.3178 -0.3788
24 C 2.2971 3.3705 0.3257
25 C 4.0300 2.6867 -1.3539
26 C 4.8183 1.7425 -1.9898
27 C 4.7003 0.4045 -1.6473
28 C 3.7859 -0.0013 -0.6840
29 C 3.6588 -1.4529 -0.3094
30 H 0.3002 -4.5433 -1.0936
31 H 0.0927 -3.9936 0.5759
32 H 0.6390 -2.8773 -0.6569
33 H -1.6676 -4.8298 -2.3227
34 H -4.0158 -4.2460 -2.8321
35 H -5.1434 -2.4597 -1.5549
36 H -5.0631 -0.6235 -0.0800
37 H -3.5108 -0.0448 0.5425
38 H -4.4033 -1.2680 1.4325
39 H -1.5445 -1.6351 5.0000
40 H 0.2940 -0.4834 6.2674
41 H 2.1343 0.6520 4.9871
42 H 1.3152 3.0039 0.6196
43 H 2.1613 4.2454 -0.3122
44 H 2.8126 3.6876 1.2354
45 H 4.1284 3.7363 -1.6102
46 H 5.5315 2.0485 -2.7448
47 H 5.3283 -0.3378 -2.1291
48 H 4.4321 -2.0468 -0.7969
49 H 2.6897 -1.8628 -0.6110
50 H 3.7415 -1.5931 0.7685
51 C 0.9840 -0.2530 -2.7625
52 N -0.0812 0.2476 -1.8799
53 C -1.3828 -0.2207 -2.3973
54 C -0.0814 1.7332 -1.8964
55 C -1.0001 2.2772 -0.8314
56 C -1.7296 3.4394 -1.0487
57 C -2.5310 3.9483 -0.0349
58 C -2.6030 3.2872 1.1845
59 C -1.8801 2.1160 1.3811
60 C -1.0666 1.5765 0.3810
61 H 0.8131 0.0725 -3.7944
62 H 0.9931 -1.3434 -2.7431
63 H 1.9498 0.1217 -2.4316
64 H -1.5444 0.1852 -3.4016
65 H -2.1852 0.1190 -1.7482
66 H -1.4014 -1.3061 -2.4442
67 H -0.3649 2.0863 -2.8949
68 H 0.9452 2.0582 -1.7175
69 H -1.6755 3.9484 -2.0064
70 H -3.1019 4.8542 -0.1981
71 H -3.2287 3.6801 1.9772
72 H -1.9684 1.6112 2.3386

Cartesian forces (eV/Å) of the 6 atoms listed first:
-0.14 0.19 -0.63
-0.11 -0.07 0.02
0.03 0.09 0.01
0.04 0.00 0.01
-0.05 -0.02 -0.03
-0.03 0.00 -0.01

The value obtained for the HOMO-LUMO gap (alpha / beta) is 0.2857 / 0.3062 Ha. The HOMO energy (alpha / beta) is -7.873 / -8.549 eV. The calculation puts the LUMO energy (alpha / beta) at -0.1 / -0.2 eV. As for the expectation value of S²: 0.7541. The charge is 0. Its spin multiplicity is 2.



8 unconnected molecules or ions with the total composition C34H58FO22P. Source: the Open Molecules 2025 dataset; level of theory: ωB97M-V/def2-TZVPD.

Positions of all 116 atoms, in Å:
1 C -0.0600 4.1291 4.3217
2 O -0.7450 5.2054 3.7170
3 C -1.9907 4.8473 3.1382
4 C -1.8406 4.0443 1.8556
5 C -0.8879 4.7012 0.8466
6 C -1.3390 4.4822 -0.6008
7 C -0.9848 3.0906 -1.1479
8 C -2.0597 2.0160 -0.9616
9 C -1.7575 0.7888 -1.8363
10 C -2.3459 -0.5267 -1.3080
11 C -1.3567 -1.3646 -0.4989
12 P 0.1469 -2.0129 -1.5445
13 C 1.6154 -2.7194 -2.5636
14 C 1.7701 -4.2392 -2.4429
15 C 2.0788 -4.9629 -3.7510
16 F 1.2239 -6.0731 -3.9080
17 H -0.4716 3.1545 4.0573
18 H 0.9844 4.1614 4.0106
19 H -0.0889 4.2328 5.4107
20 H -2.5742 4.2567 3.8509
21 H -2.4916 5.7850 2.9035
22 H -1.4932 3.0424 2.1021
23 H -2.8269 3.9613 1.3997
24 H 0.1159 4.2904 0.9534
25 H -0.8184 5.7710 1.0496
26 H -2.4107 4.6696 -0.6832
27 H -0.8382 5.2237 -1.2257
28 H -0.0728 2.7408 -0.6600
29 H -0.7945 3.1769 -2.2187
30 H -2.1398 1.7060 0.0820
31 H -3.0256 2.4316 -1.2559
32 H -2.1351 0.9891 -2.8392
33 H -0.6720 0.7032 -1.9050
34 H -2.6642 -1.1404 -2.1573
35 H -3.2527 -0.3345 -0.7301
36 H -1.0051 -0.8112 0.3778
37 H -1.8799 -2.2665 -0.1692
38 H -0.3790 -1.3739 -2.6930
39 H -0.2568 -3.3404 -1.2370
40 H 1.0455 -1.2883 -0.7039
41 H 1.4893 -2.4468 -3.6116
42 H 2.5294 -2.2346 -2.2176
43 H 2.5739 -4.4594 -1.7398
44 H 0.8634 -4.7070 -2.0506
45 H 1.9305 -4.3159 -4.6136
46 H 3.0969 -5.3420 -3.7727
47 O -1.0085 -3.8853 -3.6908
48 C -1.4088 -4.5895 -4.5609
49 O -2.5497 -5.3143 -4.4961
50 C -2.8109 -5.8673 -5.7940
51 C -1.4270 -5.8684 -6.4186
52 O -0.7933 -4.7775 -5.7428
53 H -3.2519 -6.8550 -5.6914
54 H -3.5055 -5.2109 -6.3206
55 H -0.8687 -6.7802 -6.2033
56 H -1.4308 -5.6855 -7.4891
57 O 5.1112 -3.7200 -4.8034
58 C 5.9044 -4.6013 -4.7886
59 O 7.2103 -4.4762 -5.1237
60 C 7.8916 -5.6813 -4.7638
61 C 6.7620 -6.6956 -4.7504
62 O 5.6312 -5.8804 -4.4310
63 H 8.6672 -5.8976 -5.4928
64 H 8.3427 -5.5472 -3.7795
65 H 6.5994 -7.1515 -5.7282
66 H 6.8790 -7.4736 -4.0015
67 O -3.1742 1.0026 2.6565
68 C -2.9242 -0.0945 3.0372
69 O -3.3703 -1.2317 2.4642
70 C -2.6822 -2.3372 3.0596
71 C -2.2663 -1.7695 4.4041
72 O -2.1545 -0.3717 4.1156
73 H -3.3479 -3.1922 3.1365
74 H -1.8291 -2.5959 2.4306
75 H -3.0297 -1.9075 5.1712
76 H -1.3156 -2.1507 4.7656
77 O -7.3212 -7.0045 -5.8975
78 C -7.0135 -6.4430 -4.8984
79 O -7.4646 -5.2222 -4.5257
80 C -7.0471 -4.9700 -3.1794
81 C -5.8448 -5.8857 -3.0436
82 O -6.1550 -6.9318 -3.9714
83 H -6.8111 -3.9167 -3.0579
84 H -7.8588 -5.2418 -2.5031
85 H -4.9174 -5.4055 -3.3601
86 H -5.7177 -6.2977 -2.0466
87 O 6.5910 7.4681 4.0922
88 C 5.5650 6.8738 4.1969
89 O 4.3902 7.2689 3.6570
90 C 3.4634 6.1795 3.7604
91 C 4.0296 5.3888 4.9250
92 O 5.4212 5.7065 4.8561
93 H 2.4584 6.5547 3.9363
94 H 3.4862 5.6164 2.8271
95 H 3.6381 5.7258 5.8865
96 H 3.8869 4.3161 4.8275
97 O 5.8548 2.8382 1.9928
98 C 6.3497 3.8191 1.5417
99 O 7.2811 3.8410 0.5627
100 C 7.4578 5.1961 0.1311
101 C 6.9934 5.9838 1.3424
102 O 6.0505 5.0785 1.9352
103 H 8.4989 5.3658 -0.1278
104 H 6.8311 5.3661 -0.7457
105 H 7.7920 6.1703 2.0595
106 H 6.5020 6.9220 1.1024
107 O -6.2639 2.4749 8.6104
108 C -5.4417 2.9116 7.8758
109 O -5.0634 2.3379 6.7079
110 C -4.2274 3.2569 5.9987
111 C -3.6957 4.1338 7.1168
112 O -4.7452 4.0555 8.0857
113 H -3.4526 2.7180 5.4595
114 H -4.8407 3.8133 5.2881
115 H -2.7806 3.7351 7.5583
116 H -3.5340 5.1674 6.8238

Cartesian forces (eV/Å) of the 6 atoms listed first:
0.08 0.16 0.15
0.01 0.00 0.01
0.23 -0.22 -0.28
0.43 0.21 0.02
-0.47 -0.07 -0.12
0.60 -0.07 0.03

The SMILES is COCCCCCCCCC[PH3]CCCF.O=C1OCCO1.O=C1OCCO1.O=C1OCCO1.O=C1OCCO1.O=C1OCCO1.O=C1OCCO1.O=C1OCCO1. The value obtained for the HOMO-LUMO gap is 0.2924 Ha. The HOMO energy is -7.614 eV. The calculation puts the LUMO energy at 0.3 eV. The charge is 0.



A single C21H27N3O4S molecule. Source: the Open Molecules 2025 dataset; level of theory: ωB97M-V/def2-TZVPD.

Positions of all 56 atoms, in Å:
1 C 0.6507 -2.6947 -6.2203
2 O 1.2167 -3.1368 -5.0110
3 C 0.5989 -2.7946 -3.8439
4 C -0.5529 -2.0298 -3.7440
5 C -1.0702 -1.7517 -2.4871
6 C -0.4772 -2.2168 -1.3308
7 C -1.0242 -1.8849 0.0296
8 N -0.1231 -0.9694 0.7128
9 C -0.0422 0.3446 0.1203
10 C 1.2773 0.9550 0.5742
11 N 1.3034 0.9569 2.0164
12 C 0.6197 0.1190 2.8074
13 O 0.6484 0.2391 4.0235
14 C -0.2287 -0.9633 2.1485
15 C -1.6651 -0.8579 2.7522
16 C -2.3238 0.4758 2.4636
17 O -3.1167 0.6492 1.5569
18 N -1.9726 1.4554 3.3292
19 C -2.3467 2.8371 3.0903
20 C -1.3818 3.5011 2.1622
21 C -1.4733 3.6183 0.8121
22 C -0.3375 4.2249 0.2268
23 C 0.6207 4.5596 1.1304
24 C 1.9340 5.2160 0.8893
25 S 0.1309 4.1283 2.7416
26 C 0.6875 -2.9973 -1.4371
27 O 1.2180 -3.4401 -0.2663
28 C 2.3832 -4.2252 -0.3100
29 C 1.2130 -3.2773 -2.6866
30 H 1.2964 -3.0814 -7.0073
31 H -0.3618 -3.0878 -6.3578
32 H 0.6264 -1.6016 -6.2773
33 H -1.0539 -1.6469 -4.6179
34 H -1.9682 -1.1558 -2.4100
35 H -2.0367 -1.4663 -0.0695
36 H -1.0668 -2.8013 0.6231
37 H -0.8766 1.0017 0.4085
38 H -0.0438 0.2364 -0.9650
39 H 2.1068 0.3541 0.1820
40 H 1.3769 1.9820 0.2146
41 H 1.8627 1.6510 2.4931
42 H 0.1755 -1.9241 2.5009
43 H -1.5705 -0.9938 3.8297
44 H -2.2879 -1.6506 2.3400
45 H -1.2223 1.2801 3.9837
46 H -3.3366 2.8255 2.6251
47 H -2.3924 3.3565 4.0500
48 H -2.3292 3.2826 0.2546
49 H -0.2402 4.4045 -0.8295
50 H 2.7484 4.6307 1.3158
51 H 1.9597 6.2035 1.3502
52 H 2.1021 5.3273 -0.1796
53 H 2.6224 -4.4559 0.7273
54 H 2.2214 -5.1583 -0.8597
55 H 3.2194 -3.6808 -0.7604
56 H 2.1024 -3.8716 -2.8153

Cartesian forces (eV/Å) of the 6 atoms listed first:
-0.10 0.08 -0.19
0.06 -0.07 0.39
-0.10 0.07 0.10
0.13 -0.05 -0.48
0.16 -0.20 0.26
-0.14 -0.03 0.16

The SMILES is COc1ccc(CN2CCNC(=O)[C@H]2CC(=O)NCc2ccc(C)s2)c(OC)c1. The value obtained for the HOMO-LUMO gap is 0.3251 Ha. The HOMO energy is -8.229 eV. The calculation puts the LUMO energy at 0.6 eV. The charge is 0.



A molecular structure, C33H27AsF6MgN5O4S2 at a distorted geometry. Source: the Open Molecules 2025 dataset; level of theory: ωB97M-V/def2-TZVPD.

Positions of all 79 atoms, in Å:
1 Mg -0.4557 0.7181 1.5930
2 F -0.7706 1.9808 6.1816
3 C -0.0520 2.5778 5.2478
4 F -0.7858 3.5030 4.6426
5 F 1.0297 3.1298 5.7588
6 S 0.4497 1.2730 4.0441
7 O -0.8207 0.6625 3.6152
8 O 1.4280 0.4343 4.6588
9 N 0.9936 2.1821 2.7907
10 S 2.0467 1.4028 1.8448
11 O 2.2882 2.1415 0.6503
12 O 1.5029 0.0269 1.6992
13 C 3.7198 1.2961 2.7317
14 F 4.6141 1.8007 1.9025
15 F 3.9908 0.0327 2.9889
16 F 3.6886 2.0039 3.8400
17 C -3.4305 -2.4565 2.0863
18 C -2.7865 -1.2404 2.1029
19 N -1.6366 -1.0373 1.4359
20 C -1.1005 -2.0571 0.7709
21 C -1.6515 -3.3257 0.7235
22 C -2.8564 -3.5088 1.3811
23 C -1.0087 -4.4039 -0.0582
24 C 0.2819 -4.6959 -0.1928
25 C 1.4773 -4.1292 0.4729
26 C 2.7304 -4.6177 0.1284
27 C 3.8256 -4.0718 0.7697
28 N 3.7107 -3.1217 1.6983
29 C 2.4638 -2.7396 1.9703
30 N 1.3453 -3.1828 1.4061
31 H -4.3620 -2.5819 2.6194
32 H -3.1859 -0.3969 2.6519
33 H -0.1823 -1.8612 0.2321
34 H -3.3441 -4.4767 1.3547
35 H -1.7017 -5.0236 -0.6209
36 H 0.5155 -5.5148 -0.8654
37 H 2.8473 -5.3916 -0.6185
38 H 4.8305 -4.4062 0.5355
39 H 2.3473 -1.9752 2.7305
40 C -2.7297 4.7984 1.4289
41 C -2.2376 3.4214 1.4281
42 N -1.8600 2.3415 1.4108
43 H -2.3479 5.3080 0.5455
44 H -2.3833 5.3078 2.3257
45 H -3.8173 4.7939 1.4086
46 C -0.8656 5.0543 -2.8613
47 C -1.9418 4.2667 -2.4709
48 C -1.7245 2.9974 -1.9511
49 C -0.4292 2.4993 -1.8333
50 C 0.6453 3.2996 -2.2040
51 C 0.4264 4.5713 -2.7186
52 As -0.1072 0.7453 -1.0536
53 C -1.4734 -0.3663 -1.8852
54 C -1.1681 -1.3822 -2.7816
55 C -2.1709 -2.2258 -3.2498
56 C -3.4807 -2.0664 -2.8244
57 C -3.7913 -1.0621 -1.9147
58 C -2.7907 -0.2282 -1.4414
59 C 1.4600 0.1463 -2.0009
60 C 1.5833 0.4184 -3.3610
61 C 2.6816 -0.0495 -4.0651
62 C 3.6587 -0.7985 -3.4182
63 C 3.5278 -1.0880 -2.0686
64 C 2.4291 -0.6171 -1.3591
65 H -1.0345 6.0375 -3.2820
66 H -2.9544 4.6350 -2.5836
67 H -2.5779 2.3994 -1.6647
68 H 1.6602 2.9429 -2.0826
69 H 1.2715 5.1819 -3.0100
70 H -0.1526 -1.5354 -3.1192
71 H -1.9193 -3.0112 -3.9518
72 H -4.2573 -2.7244 -3.1944
73 H -4.8092 -0.9360 -1.5669
74 H -3.0459 0.5148 -0.6946
75 H 0.8244 0.9921 -3.8783
76 H 2.7727 0.1682 -5.1217
77 H 4.5188 -1.1571 -3.9693
78 H 4.2800 -1.6774 -1.5598
79 H 2.3348 -0.8656 -0.3103

Cartesian forces (eV/Å) of the 6 atoms listed first:
-1.46 -0.54 -0.45
0.05 0.06 0.12
0.10 0.00 -0.14
-0.08 0.03 -0.06
-0.03 0.01 0.10
0.20 0.07 -0.10

The value obtained for the HOMO-LUMO gap is 0.3220 Ha. The HOMO energy is -11.388 eV. The calculation puts the LUMO energy at -2.6 eV. The charge is +1.